1.
Molecular formula: C4H8N2O
Method: DFT, ωB97M-V/def2-TZVPD

The geometry in XYZ format:
```
15
Properties=species:S:1:pos:R:3:forces:R:3:lowdin_charge:R:1
C -0.175719 1.364431 0.752976 -1.065 -1.154 1.557 0.040
C 0.175201 -0.013203 0.265036 1.739 1.334 -0.288 -0.228
C 1.465010 -0.620479 0.557632 -3.860 0.070 0.750 -0.013
N 1.805969 -1.515487 -0.441096 -0.286 0.841 -1.039 0.182
C 1.173079 -0.194386 -1.064926 2.414 -1.938 1.377 -0.053
N -0.201960 -0.412324 -1.029561 0.362 0.603 -0.704 0.260
H 0.400043 1.503400 1.663256 0.149 0.379 0.051 0.103
H -1.224310 1.347534 1.059625 -0.064 0.157 -0.197 0.105
H -0.015473 2.160846 0.048799 0.136 0.053 -0.477 0.113
H 1.874077 -0.230574 1.483592 1.436 -0.340 -0.450 0.174
H 1.018393 -2.096456 -0.735251 0.353 -0.947 0.683 0.138
H 2.020405 0.416791 -1.317971 -0.748 1.043 -1.246 0.186
H -1.980241 -0.740555 -0.431900 -0.924 -0.275 -0.514 -0.025
H -3.527943 -0.588218 -0.710368 0.426 -0.089 0.068 0.065
O -2.806524 -0.381319 -0.099848 -0.068 0.264 0.428 -0.046
```
Forces are in eV/Å.

Multiplicity   2
Charge   +1
LUMO level (spin up / spin down)   -4.94 / -7.84 eV

2.
Molecular formula: C4H5NO2
Method: DFT, ωB97M-V/def2-TZVPD

The geometry in XYZ format:
```
12
Properties=species:S:1:pos:R:3:forces:R:3:lowdin_charge:R:1
O -2.516804 0.835229 1.538266 0.360 0.057 -0.360 0.106
C -1.564060 0.911694 0.811804 -0.361 0.048 0.313 -0.167
C -0.291903 0.112843 1.077219 0.388 -0.442 0.265 -0.365
O 0.026480 -0.352482 2.140427 -0.165 0.331 -0.515 0.141
N 0.505246 -0.035584 -0.081954 -0.476 0.198 0.271 -0.227
C -0.068762 -0.092604 -1.346663 -0.386 0.214 -0.536 0.026
C 1.642524 -0.734338 -0.111785 0.788 -0.479 0.286 0.069
H -1.516707 1.606062 -0.050581 -0.039 -0.086 0.095 0.122
H -0.277907 0.813275 -1.909876 -0.008 -0.151 0.155 0.066
H -0.131870 -1.069514 -1.808686 0.068 0.194 0.023 0.064
H 1.835699 -1.513422 0.622394 -0.022 0.244 -0.036 0.088
H 2.358065 -0.481159 -0.880565 -0.145 -0.128 0.039 0.076
```
Forces are in eV/Å.

LUMO level (spin up / spin down)   -0.65 / -0.46 eV

3.
Molecular formula: CH4O2
Method: DFT, ωB97M-V/def2-TZVPD

The geometry in XYZ format:
```
7
Properties=species:S:1:pos:R:3:forces:R:3:lowdin_charge:R:1
C -0.815971 1.264955 0.421301 -2.522 3.473 0.671 -0.092
O -1.459360 2.280032 0.832110 2.739 -4.088 -1.138 -0.065
H -0.206621 0.572336 1.049331 -0.370 0.633 -0.024 0.078
H -0.884139 1.028691 -0.667274 0.187 -0.024 0.497 0.075
O 1.436202 -1.741483 -0.297082 -1.031 0.194 -0.716 -0.090
H 1.413667 -1.352367 -1.200589 0.013 -0.459 0.937 0.048
H 0.516222 -2.052163 -0.137796 0.985 0.270 -0.228 0.046
```
Forces are in eV/Å.

SMILES string   C=O.O
LUMO level   0.34 eV

4.
Molecular formula: C2H3N2O2
Method: DFT, ωB97M-V/def2-TZVPD

The geometry in XYZ format:
```
9
Properties=species:S:1:pos:R:3:forces:R:3:lowdin_charge:R:1
C 0.754014 0.340636 -0.044751 -0.293 -0.634 0.260 -0.324
C 2.631040 -0.016054 0.082609 2.955 -1.275 -1.919 -0.332
N 1.442710 -0.815185 0.029650 1.584 1.043 0.724 0.290
N -0.485407 0.732119 0.008926 2.737 1.133 -0.074 0.316
O 3.805754 -0.183888 -0.035035 -3.346 0.639 0.958 0.275
O 1.818273 1.134042 -0.031551 -0.115 1.917 0.568 0.222
H 1.515954 -1.772610 -0.171628 -1.150 -1.622 -0.323 0.174
H -1.153954 -0.017012 0.021056 -1.093 0.539 0.159 0.165
H -0.500618 1.781773 0.166308 -1.279 -1.739 -0.354 0.214
```
Forces are in eV/Å.

Charge   +1
LUMO level   -5.17 eV

5.
Molecular formula: C25H42Cl2O2P2Pt
Method: DFT, ωB97M-V/def2-TZVPD

The geometry in XYZ format:
```
74
Properties=species:S:1:pos:R:3:forces:R:3:lowdin_charge:R:1
Pt 0.032292 -0.636145 -1.859124 -0.774 0.884 2.679 0.958
C -0.739489 -2.191314 1.836687 0.203 0.189 0.138 -0.148
C 0.565336 -2.481261 1.355952 -0.104 0.006 0.249 -0.151
C 0.764381 -1.019269 3.132859 0.116 0.223 0.199 -0.109
C -0.614314 -1.302152 2.949135 -0.240 -0.025 -0.014 -0.112
C 1.491917 -1.765072 2.160535 -0.212 0.209 0.072 -0.125
C -2.011376 -2.702582 1.294964 -0.244 -0.296 -0.345 -0.006
H -1.831626 -3.328255 0.413309 -0.154 0.091 0.213 0.088
H -2.670281 -1.874476 0.987436 0.123 -0.271 0.248 0.057
H -2.553983 -3.306598 2.037901 0.102 0.188 -0.148 0.122
C -1.694076 -0.804064 3.814027 -0.519 -0.021 0.195 -0.001
H -2.682965 -1.127294 3.465332 0.254 0.047 0.118 0.093
H -1.683421 0.293909 3.894873 0.231 -0.198 0.000 0.077
H -1.567964 -1.184801 4.840075 0.048 0.072 -0.184 0.125
C 1.316122 -0.126898 4.162093 0.495 -0.180 0.227 0.017
H 0.897674 -0.367585 5.149828 0.002 0.123 -0.190 0.118
H 1.059268 0.925983 3.948801 -0.184 -0.186 -0.052 0.075
H 2.406332 -0.211452 4.220646 -0.198 0.006 0.041 0.095
C 2.958976 -1.731815 2.049344 0.441 -0.098 -0.266 -0.009
H 3.442527 -2.160263 2.940078 -0.133 0.116 -0.179 0.124
H 3.302985 -0.687949 1.957610 -0.045 -0.439 0.222 0.086
H 3.295749 -2.294664 1.171724 0.096 0.103 0.299 0.080
C 0.896036 -3.440211 0.271666 0.110 -0.102 -0.240 -0.013
H 0.963411 -4.469178 0.677901 -0.037 0.396 -0.247 0.128
H 1.859891 -3.203757 -0.194188 -0.100 -0.135 0.142 0.075
H 0.136728 -3.436745 -0.523038 0.091 -0.098 0.227 0.071
C -1.190869 0.169413 -3.341106 -0.869 -1.875 -1.107 -0.285
C -1.088712 -1.291296 -3.499103 -0.760 2.140 -0.922 -0.265
C -0.224560 -1.814122 -4.610160 0.319 -0.500 0.300 -0.175
C 1.237049 -1.330473 -4.478879 0.109 -0.566 -0.474 -0.155
C 1.581111 -0.699140 -3.138647 0.648 1.035 -0.024 -0.322
C 1.719713 0.815151 -2.975250 0.411 0.498 -0.313 -0.354
C 0.853307 1.707925 -3.850333 -0.124 0.413 -0.114 -0.170
C -0.562543 1.205773 -4.241753 0.279 0.463 -0.061 -0.154
H -0.652051 -1.527160 -5.583294 0.044 -0.181 0.257 0.135
H 1.514720 -0.677777 -5.306313 -0.002 0.157 0.014 0.127
H -0.256083 -2.905326 -4.522895 0.123 0.165 -0.362 0.123
H -0.550888 0.852171 -5.278482 0.063 -0.279 0.182 0.128
H -2.170749 0.495588 -2.991685 0.435 -0.107 0.449 0.075
H -2.036327 -1.800984 -3.319086 0.373 -0.223 0.198 0.104
H -1.230128 2.086121 -4.278070 0.276 -0.398 0.139 0.134
H 0.762313 2.699798 -3.378513 0.171 -0.310 -0.211 0.124
H 2.768597 1.163990 -3.008330 -0.197 -0.178 -0.160 0.124
H 1.404726 1.859693 -4.796177 -0.020 0.064 0.455 0.141
H 1.888682 -2.209482 -4.566268 -0.139 0.268 -0.123 0.126
H 2.477793 -1.174917 -2.712370 -0.562 -0.109 0.181 0.104
P -2.071232 0.529296 -0.178527 -0.591 -0.396 -0.049 0.846
C -2.904659 1.272816 1.274676 0.284 -0.316 0.314 -0.188
C -3.535548 -0.134449 -1.098031 0.096 -0.129 -0.329 -0.249
P 1.664492 0.970594 -0.918468 0.666 -0.918 0.555 1.015
C -1.275855 1.892143 -0.896330 0.074 1.008 -0.851 -0.222
C 3.266237 0.142449 -0.626363 0.100 -0.380 0.029 -0.249
C 1.724252 2.210949 0.439125 -0.319 0.715 -0.296 -0.206
H -2.458010 2.260626 1.488455 -0.002 -0.268 -0.024 0.024
H -2.801928 0.642027 2.158203 -0.131 0.185 -0.145 0.019
H -3.966525 1.384097 1.027856 0.178 -0.112 -0.089 0.075
H -4.058064 0.692218 -1.602516 0.050 -0.267 0.160 0.074
H -4.220536 -0.595107 -0.366092 0.328 0.253 -0.218 0.062
H -3.249350 -0.910347 -1.823755 -0.236 0.331 0.263 0.019
H 1.699638 3.260332 0.101321 -0.173 -0.360 0.002 0.083
H 2.619429 2.078171 1.076900 -0.297 -0.155 -0.747 0.070
H 0.844229 2.046847 1.100466 -0.070 0.064 -0.095 0.013
H -1.040713 2.689570 -0.193453 0.077 0.020 -0.080 0.030
H -1.175258 2.080902 -1.969448 -0.135 0.048 0.653 0.008
H 3.724704 0.482949 0.309927 -0.198 -0.105 -0.425 0.046
H 3.977763 0.323846 -1.442613 -0.154 -0.073 0.151 0.075
H 3.060532 -0.928855 -0.555161 0.394 0.078 -0.057 0.022
Cl -1.074067 2.833425 5.573758 0.186 0.211 -0.022 0.606
C -0.400830 3.863177 4.277798 -0.023 -0.286 -0.447 -0.979
Cl 1.358898 4.072678 4.409936 -0.112 0.026 0.225 0.602
C -0.710856 3.164960 2.929675 -1.005 0.818 -0.302 -0.783
O -1.550929 3.781585 2.230166 1.031 -0.831 0.231 -0.026
O -0.143472 2.060674 2.690732 -0.173 0.083 -0.279 -0.148
H -0.887601 4.841403 4.302073 0.206 -0.327 0.164 0.075
```
Forces are in eV/Å.

Multiplicity   5
Charge   +2
LUMO level (spin up / spin down)   -7.30 / -9.74 eV

6.
Molecular formula: C3H9N2O2
Method: DFT, ωB97M-V/def2-TZVPD

The geometry in XYZ format:
```
16
Properties=species:S:1:pos:R:3:forces:R:3:lowdin_charge:R:1
C 1.217810 0.188376 0.022182 -2.680 -0.672 0.956 -0.436
C -1.008414 -0.898878 1.022850 0.487 -1.461 3.756 0.002
C -0.322120 -0.298006 -0.103439 1.872 1.388 -0.993 -0.286
N 1.516457 1.408112 0.029075 1.730 -0.357 -1.588 0.180
N -0.579323 -0.566908 -1.342118 0.989 -0.156 -1.225 0.233
O 1.990550 -0.824148 0.313488 1.404 -2.816 -0.424 0.116
O -1.089933 1.603786 0.056689 1.763 -0.547 1.927 -0.020
H -1.720620 -0.284370 1.706528 1.219 -0.665 -1.806 0.148
H -0.112289 -1.153796 1.816569 -2.275 0.245 -1.893 0.165
H -1.511468 -1.855358 0.697992 0.426 1.039 0.526 0.119
H -1.185345 2.322026 -0.524005 -1.130 1.583 -1.804 0.067
H 2.551737 1.561412 -0.178066 -1.578 -0.044 1.079 0.157
H -0.015973 -0.223064 -2.118041 0.257 0.149 0.593 0.165
H -1.416440 -0.931450 -1.704607 -1.526 -0.793 0.220 0.138
H 1.779033 -1.813728 0.115668 -0.059 2.773 0.226 0.209
H -0.093660 1.765995 0.189241 -0.899 0.334 0.451 0.044
```
Forces are in eV/Å.

Charge   +1
LUMO level   -4.17 eV

Energy above the lowest of the compared OMol25 structures with the same formula, charge and spin (kcal per mole)
120.9 97.5 10.4 19.1 0.0 78.1
Strongest force on any atom (eV Å⁻¹)
3.93 0.97 5.05 3.75 2.93 4.06